No. 1
ORCA calculation (wB97M-V/def2-TZVPD) on a 26-piece molecular cluster, C26H88BBr3F3N2O32 overall at a distorted geometry.

Geometry as ORCA input:
```
! wB97M-V def2-TZVPD RIJCOSX def2/J DEFGRID3
* xyz 1 1
C 3.518 4.204 3.115
C 3.273 3.138 2.596
C 2.646 2.120 1.739
C 1.531 1.369 2.166
C 0.966 1.648 3.562
C -0.588 1.736 3.666
C -1.252 2.793 2.750
F -1.098 2.575 1.416
Br -0.730 4.640 3.228
C -2.821 2.689 3.017
F -3.125 2.700 4.334
F -3.184 1.479 2.511
Br -3.883 4.074 2.153
C 1.050 0.378 1.247
C -0.137 -0.542 1.605
O -1.186 -0.309 1.073
O -0.097 -1.564 2.512
C 1.193 -1.823 3.105
C 2.160 -2.688 2.205
C 2.253 -4.180 2.704
Br 4.095 -4.680 3.163
C 1.657 0.220 -0.038
C 1.061 -0.827 -1.013
O -0.154 -0.376 -1.572
C 0.057 0.682 -2.504
C -1.363 1.138 -2.991
C -1.907 2.191 -1.956
C 2.773 1.040 -0.358
C 3.448 0.844 -1.735
O 4.384 -0.209 -1.603
C 4.395 -1.104 -2.733
C 4.598 -2.537 -2.147
O 3.421 -3.030 -1.520
C 2.571 -3.719 -2.439
C 1.567 -4.674 -1.740
O 0.265 -4.107 -1.618
C -0.666 -5.017 -1.032
C -0.529 -5.142 0.507
N 3.225 1.925 0.532
B 4.453 2.777 0.197
N 4.184 4.116 -0.332
O 5.733 2.316 0.395
H 3.751 5.122 3.651
H 1.280 0.828 4.248
H 1.366 2.570 4.026
H -1.104 0.758 3.565
H -0.810 2.058 4.706
H 1.712 -0.928 3.486
H 0.990 -2.456 3.994
H 3.149 -2.194 2.297
H 1.834 -2.737 1.151
H 1.618 -4.388 3.582
H 1.894 -4.834 1.891
H 1.762 -1.077 -1.835
H 0.838 -1.753 -0.453
H 0.563 1.576 -2.060
H 0.715 0.379 -3.359
H -1.999 0.241 -2.959
H -1.344 1.593 -3.989
H -2.508 2.985 -2.408
H -2.531 1.712 -1.172
H -1.086 2.697 -1.394
H 2.621 0.621 -2.439
H 3.939 1.763 -2.127
H 5.282 -0.866 -3.370
H 3.446 -1.148 -3.300
H 4.917 -3.198 -2.981
H 5.403 -2.556 -1.385
H 1.965 -3.015 -3.052
H 3.136 -4.337 -3.172
H 1.473 -5.563 -2.411
H 1.977 -5.068 -0.781
H -1.678 -4.619 -1.247
H -0.587 -6.022 -1.492
H 0.072 -6.026 0.810
H -1.521 -5.285 0.975
H -0.121 -4.214 0.964
H 4.411 4.841 0.345
H 4.714 4.224 -1.197
H 6.101 2.573 1.260
O -6.167 2.264 4.588
H -6.553 1.776 3.846
H -5.246 2.385 4.336
O -2.914 -0.114 -4.849
H -2.789 -0.692 -5.613
H -3.725 0.362 -5.055
O 7.072 -0.638 -0.111
H 7.278 -1.196 -0.868
H 6.237 -0.216 -0.350
O 4.818 -5.810 -0.900
H 4.600 -4.932 -1.227
H 5.770 -5.787 -0.762
O -5.016 -0.993 1.766
H -4.356 -1.581 2.143
H -4.584 -0.132 1.762
O 7.597 -4.241 4.337
H 6.683 -4.529 4.238
H 7.569 -3.298 4.144
O 7.053 0.637 -3.801
H 7.010 1.331 -3.134
H 7.542 1.042 -4.526
O -4.194 -1.339 -7.304
H -4.062 -1.917 -8.063
H -5.007 -0.867 -7.512
O -4.243 3.484 -1.389
H -4.362 3.281 -0.455
H -4.488 4.422 -1.460
O -3.610 -4.294 3.088
H -4.524 -4.590 2.993
H -3.647 -3.350 2.918
O 5.988 5.255 4.667
H 6.163 5.569 5.562
H 6.806 4.816 4.408
O -3.047 -7.181 0.301
H -3.166 -7.374 1.238
H -3.324 -6.263 0.216
O 2.648 6.008 -2.927
H 3.089 5.627 -2.164
H 2.103 5.276 -3.247
O -6.127 -3.414 -7.601
H -6.833 -3.532 -6.957
H -5.321 -3.535 -7.089
O 8.214 2.191 1.852
H 7.801 1.700 1.129
H 9.136 2.259 1.583
O 0.885 3.741 -4.613
H 1.016 3.057 -5.281
H 0.036 4.132 -4.843
O -6.217 -1.863 4.773
H -6.209 -1.138 5.409
H -5.732 -1.516 4.013
O -6.790 1.506 -1.560
H -6.135 0.894 -1.210
H -6.346 2.363 -1.536
O -4.219 6.298 -1.957
H -4.202 6.999 -1.295
H -3.739 6.669 -2.705
O -8.181 2.162 2.378
H -9.088 1.855 2.270
H -8.232 3.108 2.206
O 0.064 -3.399 -4.422
H -0.052 -3.610 -3.481
H -0.224 -2.483 -4.491
O -7.505 0.454 7.064
H -7.520 1.174 7.703
H -7.017 0.818 6.315
O 0.404 1.174 -5.697
H -0.126 0.866 -6.441
H 1.054 0.475 -5.571
O -2.178 7.575 1.553
H -2.518 6.676 1.528
H -1.259 7.463 1.814
O -9.410 -1.255 4.380
H -9.260 -0.918 5.271
H -8.571 -1.671 4.144
*
```

- HOMO level: -0.437 Eh
- Largest force on an atom: 2.14 eV/Å
- Frontier orbital gap: 7.72 eV
- Energy: -11606.84311 hartree

=====

No. 2
ORCA calculation (wB97M-V/def2-TZVPD) on a 2-piece molecular cluster, C4H5ClF2N3O overall at a distorted geometry.

Geometry as ORCA input:
```
! wB97M-V def2-TZVPD RIJCOSX def2/J DEFGRID3
* xyz 1 3
C -0.597 1.357 0.057
C 1.311 3.033 -0.103
C 2.638 -1.239 -0.871
C -1.369 -0.836 -0.011
N 0.279 2.109 0.209
N 1.961 -0.576 -0.067
N 1.049 4.227 -0.071
O -1.540 0.636 0.130
F 2.418 2.342 -0.513
F 3.517 -2.157 -0.537
Cl 2.163 -0.737 1.605
H 2.377 -0.954 -1.857
H -0.646 -1.304 0.803
H -1.020 -1.026 -0.988
H -2.390 -1.393 0.156
H 1.823 4.927 -0.402
*
```

- HOMO level (alpha / beta): -0.398 / -0.515 Eh
- Largest force on an atom: 14.48 eV/Å
- Frontier orbital gap (alpha / beta): 7.52 / 5.28 eV
- Energy: -1054.23943 hartree